# 1
Computed, not measured: a structure of composition C35H37F5OP2PdTe in a non-equilibrium geometry, with ωB97M-V with the def2-TZVPD basis set.

Its energy above the lowest of the compared OMol25 structures with the same formula, charge and spin is 32.1 kcal/mol. The HOMO energy (spin up / spin down) comes out at -12.2949 / -14.3609 eV. The value obtained for the largest force on an atom is 0.0908 Eh/bohr. As for the expectation value of S²: 6.023. As for the spin multiplicity: 5. Its total charge is +2. The value obtained for the LUMO energy (spin up / spin down) is -6.33 / -10.19 eV. As for the HOMO-LUMO gap (spin up / spin down): 5.968 / 4.172 eV.

```
82
Properties=species:S:1:pos:R:3:forces:R:3
Pd 1.6007 -0.4212 -0.7166 -1.4 -1.2 1.7
C 5.9221 -0.5207 -0.6323 1.2 -3.9 -1.1
C 5.6450 0.7564 -0.3557 1.3 4.3 1.3
C 6.3385 1.8831 -1.0666 -1.1 -0.1 -0.9
C 6.3986 1.7753 -2.6216 0.5 1.0 -0.2
C 5.2486 1.0764 -3.2861 0.1 0.1 0.2
C 5.1222 -0.2482 -3.3579 -0.2 0.1 -0.8
C 6.2344 -1.1960 -3.0573 0.6 -0.9 0.2
C 6.8896 -0.9832 -1.6745 0.4 -0.3 0.6
C -0.3895 0.0020 -1.3301 -2.4 -0.3 -1.2
H 5.5502 -1.3514 -0.0550 -0.1 0.4 0.5
H 5.2455 1.0909 0.6249 0.7 -0.7 -0.6
H 7.3685 1.9284 -0.6968 0.1 -0.1 0.4
H 5.8724 2.8371 -0.7883 0.2 -0.2 0.1
H 6.4392 2.8194 -2.9984 0.1 -0.6 0.2
H 7.3540 1.3242 -2.9221 -0.2 0.1 0.0
H 4.5475 1.7332 -3.7895 -0.2 -0.2 0.3
H 4.2390 -0.6892 -3.8307 0.4 0.3 0.1
H 7.0522 -1.1441 -3.8053 -0.6 0.1 0.2
H 5.8673 -2.2325 -3.1107 0.1 0.3 0.1
H 7.3436 -1.9380 -1.3151 -0.3 0.7 -0.3
H 7.6937 -0.2389 -1.7342 -0.1 -0.2 -0.1
H -0.7751 -0.9062 -0.8073 0.8 0.4 0.1
H -0.9221 -0.1029 -2.3111 0.4 0.2 0.8
H -0.7851 0.8971 -0.8262 0.5 -0.3 -0.1
P 3.0481 1.0358 0.3898 -1.1 0.4 0.5
P 1.1991 0.6295 -2.7239 -1.6 1.0 0.2
C 3.0435 2.1406 -1.0437 -0.3 0.2 0.3
C 2.4104 1.9100 -2.2368 0.3 -0.2 -1.1
C 2.8381 2.1755 1.7838 0.3 0.3 0.2
C 3.7223 3.2542 1.9802 -0.2 0.1 0.0
C 3.5061 4.1260 3.0489 0.4 0.3 -0.1
C 2.4381 3.9705 3.9284 -0.2 -0.4 -0.3
C 1.5935 2.8784 3.7481 -0.1 -0.2 0.0
C 1.7942 1.9792 2.6999 0.1 -0.1 -0.3
C 3.6440 -0.5284 1.2661 0.4 -0.8 0.3
C 3.5701 -1.7860 0.6028 -0.1 0.4 0.1
C 4.0434 -2.9521 1.2049 -0.1 -0.2 0.0
C 4.6323 -2.9217 2.4763 -0.4 0.5 -0.7
C 4.6890 -1.6866 3.1378 0.1 0.3 0.2
C 4.2106 -0.4973 2.5542 0.0 -0.3 0.1
C 0.0115 1.7353 -3.5555 0.0 -0.5 -0.2
C -0.5304 2.7772 -2.7980 0.3 0.2 -0.3
C -1.2937 3.7493 -3.4272 0.1 0.0 0.1
C -1.5466 3.6670 -4.7938 0.1 -0.4 0.0
C -1.1195 2.5509 -5.5165 0.1 0.0 0.1
C -0.3495 1.5596 -4.8997 0.2 0.3 0.1
C 1.3323 -0.9354 -3.6866 0.6 -0.2 -0.3
C 0.7004 -2.1219 -3.2417 0.3 0.1 0.5
C 0.8888 -3.3370 -3.9094 0.0 0.4 -0.1
C 1.7520 -3.4034 -5.0060 -0.1 0.1 0.4
C 2.4085 -2.2452 -5.4322 -0.3 0.4 -0.1
C 2.1216 -0.9979 -4.8538 0.5 -0.3 0.2
H 3.5148 3.1213 -0.8745 -0.1 -0.4 -0.2
H 2.4358 2.6738 -3.0371 0.0 -0.3 0.6
H 4.5697 3.4253 1.3065 -0.3 0.0 0.2
H 4.1739 4.9685 3.2018 0.0 -0.1 -0.1
H 2.2478 4.6845 4.7359 0.2 -0.3 -0.3
H 0.7619 2.7183 4.4278 0.1 0.0 -0.1
H 1.1487 1.1194 2.5452 0.2 0.4 0.2
H 3.1958 -1.8356 -0.4535 0.4 -0.2 0.7
H 3.9700 -3.8925 0.6635 0.0 0.1 0.1
H 5.0282 -3.8408 2.9182 -0.2 0.4 -0.1
H 5.1221 -1.6611 4.1422 -0.2 0.1 -0.4
H 4.2672 0.4448 3.1176 0.0 -0.5 -0.3
H -0.3203 2.8330 -1.7344 0.0 0.2 -0.1
H -1.6642 4.5904 -2.8533 0.0 -0.1 0.0
H -2.0876 4.4627 -5.2910 0.0 -0.1 0.0
H -1.3632 2.4660 -6.5732 0.0 0.0 0.2
H -0.0096 0.6878 -5.4640 -0.1 0.3 0.1
H 0.0857 -2.1054 -2.3369 0.2 -0.1 -0.5
H 0.3648 -4.2248 -3.5542 0.2 0.3 -0.1
H 1.9060 -4.3607 -5.5112 0.1 0.4 0.2
H 3.1526 -2.3087 -6.2259 -0.4 0.1 0.0
H 2.5672 -0.0917 -5.2866 -0.1 -0.4 0.3
F -0.7233 -2.2736 3.4229 -0.3 1.6 -1.1
Te -0.9850 -0.6734 2.3909 -1.3 -0.1 1.3
F -1.3851 0.9664 1.4923 0.1 -0.8 0.4
F -0.3843 0.3852 3.8798 -0.4 -1.0 -1.1
F -1.9111 -1.6152 1.0079 0.8 0.5 0.7
F -2.7061 -0.5195 3.1949 1.6 -0.2 -0.8
O 0.6667 -0.7550 1.5847 -0.1 -0.1 -0.7
```
Forces are in eV/Å.


# 2
Computed, not measured: a structure of composition C35H37F6N2NaO6S2SbSi in a non-equilibrium geometry, with ωB97M-V with the def2-TZVPD basis set.

Its energy above the lowest of the compared OMol25 structures with the same formula, charge and spin is 34.5 kcal/mol. The HOMO energy (spin up / spin down) comes out at -2.6223 / -3.4918 eV. The value obtained for the largest force on an atom is 0.0475 Eh/bohr. As for the expectation value of S²: 0.761. As for the spin multiplicity: 2. Its total charge is -2. The value obtained for the LUMO energy (spin up / spin down) is 3.79 / 3.79 eV. As for the HOMO-LUMO gap (spin up / spin down): 6.413 / 7.281 eV.

```
91
Properties=species:S:1:pos:R:3:forces:R:3
Na -1.7900 -0.4308 0.4633 1.9 0.1 1.1
O -0.6911 2.6381 -1.9799 0.0 0.1 -0.1
C -0.8455 1.4252 -2.1240 -0.2 0.0 0.3
O -1.4621 0.6183 -1.3562 0.2 0.7 -0.6
C -0.2430 0.7139 -3.3140 0.1 -0.2 0.0
C 0.4616 1.3777 -4.3049 0.0 0.0 -0.1
C 1.0627 0.6653 -5.3315 0.0 -0.1 0.0
C 0.9603 -0.7230 -5.3676 0.0 0.1 0.0
C 0.2478 -1.3983 -4.3919 -0.1 -0.1 0.1
C -0.3560 -0.6807 -3.3609 0.0 0.6 -0.2
S -1.3131 -1.5143 -2.1386 0.6 -1.1 -0.4
H 0.5332 2.4574 -4.2537 0.0 0.0 0.1
H 1.6287 1.1812 -6.0990 0.0 0.0 0.0
H 1.4452 -1.2774 -6.1634 0.0 0.0 0.0
H 0.1562 -2.4773 -4.3937 0.0 0.0 0.0
O 0.5107 -0.9056 0.6816 0.0 -0.2 0.1
Si 2.0116 -0.5608 0.9324 0.4 0.3 0.0
C 3.1387 -0.9149 -0.5743 -0.1 0.0 -0.1
C 2.6084 -1.6367 -1.6480 0.0 -0.1 0.1
C 3.3551 -1.8962 -2.7924 0.0 0.0 0.0
C 4.6622 -1.4393 -2.8888 0.0 0.0 0.1
C 5.2132 -0.7193 -1.8340 0.0 0.0 0.0
C 4.4545 -0.4571 -0.7007 0.0 -0.1 0.0
C 2.4044 1.2750 1.3207 0.1 0.0 0.0
C 2.6296 1.7506 2.6158 0.0 0.0 0.0
C 2.9829 3.0737 2.8571 0.0 0.0 0.0
C 3.1107 3.9631 1.7974 0.0 -0.1 0.0
C 2.8557 3.5247 0.5035 0.0 0.0 0.0
C 2.5087 2.1993 0.2745 0.0 0.0 0.0
C 2.8774 -1.4893 2.3732 -0.1 0.0 0.1
C 4.1869 -1.2095 2.7806 0.0 -0.1 0.0
C 4.7951 -1.9031 3.8192 0.0 0.0 0.0
C 4.0966 -2.8992 4.4939 0.0 0.1 0.0
C 2.7905 -3.1832 4.1210 0.0 0.0 0.0
C 2.1924 -2.4861 3.0752 0.0 0.0 -0.1
H 1.5840 -1.9950 -1.5786 0.1 0.1 0.0
H 2.9112 -2.4453 -3.6155 0.0 0.0 0.0
H 5.2488 -1.6369 -3.7793 0.0 0.0 0.0
H 6.2323 -0.3531 -1.9008 0.0 0.0 0.0
H 4.9001 0.1294 0.0965 0.0 0.0 0.0
H 2.5358 1.0679 3.4547 0.0 0.0 0.0
H 3.1606 3.4123 3.8728 0.0 0.0 0.0
H 3.4032 4.9914 1.9803 0.0 0.0 0.0
H 2.9272 4.2181 -0.3273 0.0 0.0 0.0
H 2.3121 1.8713 -0.7422 0.0 0.0 0.0
H 4.7450 -0.4210 2.2873 0.0 0.0 0.0
H 5.8133 -1.6637 4.1073 0.0 0.0 0.0
H 4.5657 -3.4394 5.3091 0.0 0.0 0.0
H 2.2304 -3.9459 4.6525 0.0 0.0 0.0
H 1.1643 -2.7004 2.7997 0.0 0.0 0.0
F -3.5201 -1.2369 -0.0610 -0.8 0.2 -0.6
Sb -4.7865 -0.1583 -1.0038 -2.4 -0.2 -0.6
F -4.0074 1.4244 -1.6747 0.4 -0.1 0.3
F -5.1937 0.7243 0.6201 0.2 -0.1 0.0
F -6.3846 0.6223 -1.7390 0.1 -0.1 -0.1
F -5.9756 -1.6078 -0.6395 0.2 0.0 0.2
F -4.3473 -1.0244 -2.6271 0.1 0.1 0.0
N -2.4443 1.5057 1.3530 -0.2 0.7 0.3
C -2.5671 2.5881 0.9693 0.1 0.0 0.1
N -2.6779 3.8492 0.5728 0.1 0.0 0.0
C -3.7661 4.2500 -0.3186 -0.1 0.0 0.1
C -4.8346 5.0557 0.4584 0.1 -0.1 0.1
C -4.7095 4.7715 1.9556 0.1 0.1 -0.1
C -3.3558 5.2753 2.4761 -0.1 -0.1 -0.1
C -2.2288 4.8880 1.4869 -0.2 0.0 0.1
H -4.1929 3.3534 -0.7551 0.0 -0.1 0.0
H -3.3374 4.8456 -1.1274 0.0 0.0 0.0
H -5.8271 4.7773 0.1020 0.0 0.1 0.0
H -4.7061 6.1299 0.2846 0.0 0.0 0.0
H -4.7833 3.6932 2.1135 -0.1 0.0 0.0
H -5.5223 5.2447 2.5096 0.0 0.0 0.0
H -3.1611 4.8437 3.4598 0.0 0.1 0.0
H -3.3851 6.3634 2.5862 0.0 0.0 0.0
H -1.3411 4.5374 2.0085 0.1 0.0 0.0
H -1.9422 5.7470 0.8762 0.0 0.0 0.0
O -2.0022 -2.3364 1.8492 -0.5 0.0 0.7
O -0.8850 -3.3113 2.0478 0.0 0.3 -0.5
O -0.8042 -2.9471 -2.2954 -0.3 0.1 -0.2
S -0.9183 -3.2173 0.4564 0.2 -1.1 0.3
C 0.2782 -4.6028 0.1519 0.0 0.2 0.1
C -0.5051 -5.8852 0.3792 -0.1 0.0 0.0
C -1.8090 -5.6613 -0.3822 0.1 0.0 0.0
C -2.3367 -4.3069 0.0782 0.0 0.0 -0.2
H 1.1166 -4.4523 0.8341 0.0 0.0 -0.1
H 0.6102 -4.4993 -0.8816 0.0 0.0 0.0
H -0.7165 -5.9908 1.4471 0.0 -0.1 0.0
H 0.0278 -6.7810 0.0495 0.0 0.0 0.0
H -2.5401 -6.4543 -0.2070 0.0 0.0 0.0
H -1.5990 -5.6202 -1.4541 0.0 0.0 0.0
H -2.8976 -4.3483 1.0091 0.1 0.0 0.0
H -2.9348 -3.7992 -0.6762 0.0 0.0 0.1
```
Forces are in eV/Å.


# 3
Computed, not measured: a structure of composition C35H37FHfN8O5 in a non-equilibrium geometry, with ωB97M-V with the def2-TZVPD basis set.

Its energy above the lowest of the compared OMol25 structures with the same formula, charge and spin is 7.5 kcal/mol. The HOMO energy comes out at -12.3602 eV. The value obtained for the largest force on an atom is 0.1008 Eh/bohr. Its total charge is +2. The value obtained for the LUMO energy is -4.91 eV. As for the HOMO-LUMO gap: 7.454 eV.

```
87
Properties=species:S:1:pos:R:3:forces:R:3
Hf -20.8849 -9.1803 -0.8014 -1.3 1.1 0.3
O -24.8496 -9.6338 0.3281 1.4 -0.4 -0.6
C -23.7135 -9.8706 -0.0736 -1.3 -0.6 1.3
O -22.9737 -9.1061 -0.7919 0.5 0.1 -0.3
C -23.0034 -11.1789 0.3421 -0.5 0.0 0.0
C -23.7312 -12.2224 0.9023 -0.4 0.4 -0.3
C -23.0538 -13.3893 1.1846 0.2 -0.8 0.3
C -21.6759 -13.4603 0.9550 0.2 -0.6 0.2
C -21.0060 -12.3575 0.4368 -0.1 -0.3 0.3
N -21.6773 -11.2480 0.1243 -0.6 1.0 -0.2
H -24.8149 -12.0950 1.0448 0.7 -0.1 0.0
H -23.5835 -14.2699 1.5902 0.3 0.6 -0.3
H -21.1357 -14.3959 1.1959 -0.3 0.8 -0.2
H -19.9268 -12.3240 0.2864 -0.3 -0.1 0.0
F -24.7340 -4.4694 -4.9134 0.6 -0.5 -0.2
C -23.6536 -5.2339 -5.2739 0.0 -0.1 -0.1
C -23.0517 -5.9920 -4.2901 0.2 0.5 -0.6
C -21.9781 -6.8270 -4.6601 0.3 -0.5 -0.8
C -21.4053 -7.7306 -3.6743 0.3 0.0 -0.4
O -21.6779 -7.5976 -2.4495 0.9 -0.9 -1.1
C -20.5007 -8.7743 -4.2256 0.4 0.9 0.4
C -20.0231 -8.7343 -5.5229 -1.2 0.7 1.5
N -20.4596 -7.7473 -6.3835 -0.5 -0.1 0.7
C -19.8889 -7.6632 -7.7000 -0.6 -0.2 -0.2
C -18.4093 -7.7401 -7.8058 1.0 -0.6 0.0
C -19.0992 -6.4468 -8.0769 -0.2 0.8 0.0
C -21.5044 -6.8724 -6.0128 -0.3 0.0 0.6
C -22.1134 -6.0305 -6.9731 0.0 0.1 -0.1
C -23.2278 -5.2273 -6.6570 0.6 -0.7 1.6
N -23.8624 -4.4588 -7.6193 0.3 0.1 -0.4
C -23.8803 -4.9287 -9.0004 -0.3 -0.4 0.1
C -23.4122 -3.8267 -9.9561 0.0 -0.3 -0.4
N -23.7379 -2.4897 -9.3393 0.1 0.6 0.7
C -25.0220 -2.5229 -8.5128 -0.7 0.1 -0.5
C -24.8349 -3.4139 -7.2835 0.2 0.0 0.3
C -20.0352 -9.5843 -3.0191 0.5 -0.2 -1.7
O -19.0366 -9.2343 -2.3418 -1.4 0.0 -0.6
O -20.9113 -10.3996 -2.5687 0.3 0.2 0.3
H -23.3510 -5.9390 -3.2280 0.0 -0.1 -0.8
H -19.3215 -9.4847 -5.8908 -0.1 0.5 -0.1
H -20.5041 -8.0886 -8.5042 0.3 -0.1 0.5
H -18.0608 -8.3060 -8.6761 0.1 0.3 0.5
H -17.7820 -7.8353 -6.8901 -0.7 0.1 -0.8
H -19.2001 -6.1852 -9.1305 0.1 0.2 0.3
H -19.0350 -5.6078 -7.3574 0.1 -0.7 -0.5
H -21.6830 -6.0073 -7.9875 -0.4 0.0 0.7
H -24.8958 -5.2494 -9.2796 0.1 0.1 0.1
H -23.2405 -5.8198 -9.1119 -0.4 0.6 0.0
H -23.9410 -3.9029 -10.9241 0.3 0.2 0.5
H -22.3278 -3.8709 -10.1359 -0.4 0.2 0.1
H -23.8244 -1.7688 -10.0717 0.2 -0.3 0.4
H -22.9626 -2.2112 -8.6928 -0.7 -0.2 -0.7
H -25.8375 -2.9081 -9.1643 0.7 0.3 0.2
H -25.2992 -1.4942 -8.2210 0.3 -0.5 -0.2
H -25.8176 -3.8254 -6.9847 0.4 0.3 -0.2
H -24.4483 -2.8140 -6.4345 -0.2 -0.4 -0.6
N -20.9069 -6.6572 2.9259 0.1 0.6 -0.7
C -21.8579 -7.5036 3.4600 0.2 0.4 0.8
C -22.2090 -8.3654 2.4819 -0.2 -0.3 -0.8
N -21.5011 -8.0689 1.3328 0.6 0.6 -0.1
C -20.7430 -7.0097 1.6133 -0.5 -0.7 0.9
C -19.8320 -6.4757 0.6204 0.9 0.2 -0.5
N -19.7536 -7.0297 -0.5853 -0.4 0.0 1.0
C -18.7634 -6.3617 -1.2652 -0.5 -0.6 -0.6
C -18.2280 -5.4135 -0.4711 0.4 0.5 0.4
N -18.8798 -5.4992 0.7440 -0.8 -0.1 0.2
H -20.5566 -5.7953 3.3537 -0.2 -0.8 -0.1
H -22.1726 -7.4304 4.4992 0.1 0.0 -0.5
H -22.9693 -9.1404 2.4890 0.3 0.1 0.1
H -18.5483 -6.6163 -2.2985 0.1 0.1 0.4
H -17.4408 -4.6964 -0.6588 -0.2 -0.1 0.1
H -18.7740 -4.8664 1.5390 0.1 -0.4 -0.6
C -16.7944 -8.9148 2.7451 0.2 -0.5 0.0
C -17.0565 -10.2194 1.9321 0.4 0.0 0.2
C -15.8454 -10.5660 1.0242 -0.3 0.1 0.0
C -17.4501 -11.4111 2.8253 -0.1 -0.2 0.1
C -18.2214 -9.9341 1.1147 -3.3 0.8 -2.5
C -19.2501 -9.6833 0.4364 4.1 -1.3 3.0
H -15.9465 -9.0413 3.4487 -0.5 0.1 -0.4
H -17.7105 -8.6661 3.3009 0.4 0.0 0.0
H -16.5711 -8.1092 2.0308 0.0 -0.1 0.3
H -14.9588 -10.7911 1.6362 -0.3 0.1 -0.2
H -15.6505 -9.7053 0.3707 0.2 -0.2 0.2
H -16.0755 -11.4272 0.3701 0.1 0.3 0.4
H -16.6573 -11.6620 3.5548 -0.4 0.1 -0.4
H -17.6720 -12.2886 2.1873 0.3 0.3 0.4
H -18.3851 -11.1665 3.3524 0.4 -0.1 0.0
```
Forces are in eV/Å.


What is the formula in the second record? C35H37F6N2NaO6S2SbSi


Which of these has the lowest total charge? C35H37F6N2NaO6S2SbSi